ORCA calculation (ωB97M-V with the def2-TZVPD basis set) on an isolated ion of composition C4H8IN2 and charge +1 at a distorted geometry.

Values from the calculation:
* Kohn-Sham gap: 6.683 eV
* E_tot: -564.081146 Eh
* total charge: +1
* ΔE to the lowest compared entry with this formula, charge and spin: 2.6766 eV
* E_HOMO: -11.89 eV

Geometry as XYZ:
```
15
C4H8IN2 (ωB97M-V with the def2-TZVPD basis set)
C 0.8289 0.7739 -1.2460
N -0.3344 0.7983 -0.6334
C -1.0781 -0.2804 -0.0532
C -0.1501 -1.2873 0.6407
N 0.2082 -1.2016 1.9715
C 0.4396 -2.3197 -0.1187
I 0.0635 -2.6187 -2.1393
H 1.2867 1.7308 -1.4809
H 1.2548 -0.2144 -1.7196
H -0.7664 1.6996 -0.5236
H -1.4298 -0.6991 -1.0190
H -1.9247 0.2135 0.5332
H 0.5583 -2.1752 2.3082
H -0.1312 -0.6109 2.7635
H 1.3665 -2.7604 0.2491
```

***

ORCA calculation (ωB97M-V with the def2-TZVPD basis set) on a 3-piece molecular cluster, C3H9Cl3N4O2 overall at a distorted geometry.

Values from the calculation:
* Kohn-Sham gap: 9.466 eV
* E_tot: -1869.531837 Eh
* total charge: 0
* E_HOMO: -9.02 eV

Geometry as XYZ:
```
21
C3H9Cl3N4O2 (ωB97M-V with the def2-TZVPD basis set)
H 0.4380 3.7832 -0.0365
N 0.6198 2.8467 -0.2277
C 0.4411 2.4395 -1.3959
N 0.4726 1.0053 -1.6079
N -0.5067 0.4840 -2.2479
O -1.3863 1.1950 -2.7578
O 1.4360 0.2227 -1.0727
C 1.1921 -0.6876 0.0774
N 0.6031 -1.9233 -0.3916
C 1.1737 -3.0957 0.2092
Cl -1.1465 -1.8049 -0.5787
H 0.2016 3.0820 -2.2596
H 2.2184 -0.8042 0.3351
H 0.6243 -0.1765 0.7837
H 0.4520 -3.9066 0.3534
H 2.0460 -3.3889 -0.3413
H 1.3743 -3.0067 1.3712
Cl -0.1098 1.3980 2.4744
H 0.9782 1.7338 2.2192
Cl -5.6937 1.4759 -0.2148
H -5.6393 0.4501 -1.0697
```

***

ORCA calculation (ωB97M-V with the def2-TZVPD basis set) on C11H14Br3Cl3O9 as an isolated structure at a distorted geometry.

Values from the calculation:
* Kohn-Sham gap: 10.125 eV
* E_tot: -10207.330639 Eh
* total charge: 0
* E_HOMO: -10.98 eV

Geometry as XYZ:
```
40
C11H14Br3Cl3O9 (ωB97M-V with the def2-TZVPD basis set)
C -1.2650 1.8098 1.4780
Br -1.6812 2.8526 -0.1160
Br 0.4331 0.8694 1.2249
Br -2.7665 0.6224 1.9376
H -1.1424 2.5123 2.2884
C -3.3486 -0.0718 -1.7342
Cl -1.5673 -0.0062 -2.0079
Cl -3.9329 -1.6975 -1.8050
Cl -4.0972 1.0239 -2.8584
H -3.5259 0.3238 -0.7413
C -1.6613 3.2895 -4.0369
C -2.5371 3.2557 -5.3118
O -1.6529 2.7426 -6.3027
C -0.4758 2.3676 -5.7181
O 0.4694 1.9568 -6.3127
O -0.5380 2.5148 -4.4094
H -2.0955 3.0069 -3.0815
H -1.3664 4.3315 -3.8638
H -2.8334 4.2679 -5.5821
H -3.4006 2.5942 -5.2309
C 4.1219 -1.6998 2.2741
C 3.9333 -0.8558 1.0311
O 4.0045 -1.8021 -0.0090
C 3.7068 -3.0178 0.4652
O 3.5575 -4.0184 -0.1417
O 3.5890 -2.9541 1.8420
H 3.5415 -1.3703 3.1337
H 5.1756 -1.7756 2.5551
H 4.6563 -0.0549 0.8888
H 2.9551 -0.3594 1.0813
C -0.7183 -2.5988 3.4145
C 0.7942 -2.3337 3.4255
O 0.9715 -1.7105 4.7072
C -0.1836 -1.1557 5.0680
O -0.3311 -0.3271 5.8971
O -1.2161 -1.6472 4.3516
H -0.8874 -3.6269 3.7341
H -1.1867 -2.4087 2.4523
H 1.1182 -1.6089 2.6799
H 1.3834 -3.2405 3.3330
```

***

ORCA calculation (ωB97M-V with the def2-TZVPD basis set) on a 2-piece molecular cluster, C4H11BrNO overall at a distorted geometry.

Values from the calculation:
* Kohn-Sham gap: 9.263 eV
* E_tot: -2862.638419 Eh
* total charge: +1
* ΔE to the lowest compared entry with this formula, charge and spin: 3.2849 eV
* E_HOMO: -13.54 eV

Geometry as XYZ:
```
18
C4H11BrNO (ωB97M-V with the def2-TZVPD basis set)
C -1.8175 -0.9327 -1.3253
C -2.1791 -0.4992 1.1100
C 2.0264 0.9174 0.1104
C -1.1570 -0.3637 0.0071
N 2.0229 1.9111 1.2045
O 2.7654 1.4558 -0.7962
Br -0.5664 1.4169 -0.2757
H -2.3061 -1.8336 -0.9509
H -2.5375 -0.2807 -1.9460
H -1.1775 -1.1469 -2.0908
H -1.8617 -0.4214 2.1897
H -2.9343 0.1644 0.8312
H -2.6090 -1.4641 0.9497
H -0.1620 -0.8939 0.0685
H 1.6112 1.5182 2.1238
H 2.9288 2.2005 1.4008
H 1.3642 2.7372 1.1004
H 3.0594 0.8403 -1.4826
```

***

ORCA calculation (ωB97M-V with the def2-TZVPD basis set) on one molecule with the formula C5H12N2S at a distorted geometry.

Values from the calculation:
* Kohn-Sham gap: 9.332 eV
* E_tot: -705.353070 Eh
* total charge: 0
* ΔE to the lowest compared entry with this formula, charge and spin: 1.0812 eV
* E_HOMO: -8.69 eV

Geometry as XYZ:
```
20
C5H12N2S (ωB97M-V with the def2-TZVPD basis set)
C -0.3846 0.5023 2.1869
N -0.3714 -0.5293 1.2495
C 0.0691 -0.3145 0.0752
N 0.7077 0.7798 -0.5303
S 0.8928 2.3871 0.0399
C -0.1893 -1.4464 -0.9602
C -0.2713 -2.8337 -0.3535
C -1.4720 -1.1093 -1.6846
H -0.7888 1.4587 1.8747
H -0.9779 0.2388 3.0796
H 0.6551 0.7183 2.4676
H 1.1679 0.4710 -1.4184
H 2.1712 2.3646 0.4616
H 0.6849 -1.2392 -1.5872
H 0.4703 -2.7718 0.4631
H 0.0304 -3.7127 -0.9488
H -1.2471 -3.1017 0.0309
H -2.3074 -1.2956 -0.9994
H -1.5216 -1.7574 -2.6087
H -1.4872 -0.1104 -2.0712
```

***

ORCA calculation (ωB97M-V with the def2-TZVPD basis set) on a 2-piece molecular cluster, C5H15NO2 overall at a distorted geometry.

Values from the calculation:
* Kohn-Sham gap: 9.586 eV
* E_tot: -404.706435 Eh
* total charge: 0
* ΔE to the lowest compared entry with this formula, charge and spin: 1.3233 eV
* E_HOMO: -9.00 eV

Geometry as XYZ:
```
23
C5H15NO2 (ωB97M-V with the def2-TZVPD basis set)
C 1.0821 2.5288 -0.8098
C 0.8263 1.1333 -1.4779
C 2.1748 0.5349 -1.9167
C 0.1110 0.1701 -0.5069
N -1.3467 0.3691 -0.8159
C 0.2763 0.4095 1.0292
O 0.1288 -0.7690 1.7751
H 2.0868 2.6239 -0.4182
H 0.3494 2.6914 -0.0245
H 0.7747 3.2528 -1.5679
H 0.1954 1.1709 -2.3590
H 2.0260 -0.2457 -2.6697
H 2.7137 0.1140 -1.0671
H 2.8231 1.2216 -2.4679
H 0.3228 -0.8918 -0.6505
H -1.9503 -0.3452 -0.4155
H -1.6676 1.2712 -0.5445
H 1.2976 0.7100 1.2887
H -0.4090 1.2154 1.3173
H -0.7388 -1.1632 1.6632
O -2.6722 -3.6871 1.9981
H -2.2071 -4.2361 2.6399
H -3.1607 -3.0658 2.5621
```